(1)
Formula: C25H36BCoN8O
Source: the Open Molecules 2025 dataset
Level of theory: ωB97M-V/def2-TZVPD

XYZ file:
```
72
Properties=species:S:1:pos:R:3:forces:R:3:lowdin_spin:R:1
Co 1.04272 -0.11611 -0.19591 0.08 -0.02 0.02 0.931
C 4.54771 -0.34689 0.26509 -0.03 -0.04 -0.11 0.000
C 3.95279 -0.29534 -1.10936 0.10 0.01 0.22 0.004
C 4.60016 -0.29936 -2.34488 0.22 -0.01 0.02 0.000
C 3.59845 -0.25179 -3.30051 -0.02 0.03 -0.07 0.001
C 3.71093 -0.23114 -4.79275 -0.03 0.00 0.09 0.000
N 2.42472 -0.21457 -2.65113 -0.13 0.04 0.02 0.000
N 2.63556 -0.24356 -1.30599 -0.05 -0.03 -0.40 0.013
B 0.96618 -0.17155 -3.16914 0.01 0.04 -0.10 0.000
N 0.24542 -1.38828 -2.52792 0.00 0.04 0.15 -0.002
N 0.20115 -1.50461 -1.16894 0.10 0.20 -0.30 -0.016
C -0.45749 -2.62681 -0.87367 -0.03 -0.05 0.20 0.001
C -0.71895 -3.07501 0.53125 -0.02 -0.01 -0.09 0.000
C -0.83919 -3.24692 -2.06336 -0.13 -0.18 0.01 -0.001
C -0.37736 -2.43660 -3.08649 -0.02 0.02 -0.10 0.003
C -0.50816 -2.61298 -4.56678 0.01 0.01 0.08 0.000
N 0.28143 1.12057 -2.66092 0.20 -0.14 -0.01 -0.001
N 0.24354 1.36078 -1.31852 -0.15 -0.12 -0.34 0.034
C -0.36692 2.53089 -1.14982 -0.01 0.15 0.27 0.007
C -0.59242 3.10253 0.21694 0.02 0.03 -0.13 0.002
C -0.71338 3.06474 -2.39371 -0.13 0.16 0.01 0.001
C -0.28827 2.13898 -3.33047 0.00 -0.04 -0.03 -0.001
C -0.40106 2.18284 -4.82264 0.02 -0.03 0.10 0.000
H 5.58271 -0.01047 0.24308 -0.03 0.01 -0.02 0.000
H 4.00441 0.29216 0.96384 -0.01 -0.02 -0.03 0.000
H 4.54808 -1.36747 0.65617 0.00 0.03 -0.03 0.000
H 5.66576 -0.32894 -2.52253 -0.15 0.00 0.03 0.000
H 4.76057 -0.26489 -5.07848 -0.03 0.00 0.02 0.000
H 3.20574 -1.08712 -5.24403 0.02 0.03 0.05 0.000
H 3.27046 0.67416 -5.21475 0.02 -0.04 0.05 0.000
H 0.93233 -0.22887 -4.36842 0.00 -0.03 0.24 0.000
H -0.32929 -2.36681 1.25826 -0.09 -0.09 -0.09 0.000
H -1.79116 -3.18451 0.70297 0.02 -0.01 -0.04 0.000
H -0.25718 -4.04531 0.71994 -0.01 0.02 -0.03 0.000
H -1.39007 -4.17112 -2.16612 0.08 0.13 0.02 0.000
H -1.05497 -3.53097 -4.77579 0.02 0.04 0.02 0.000
H -1.04792 -1.78088 -5.02271 0.03 -0.03 0.06 0.000
H 0.46867 -2.67822 -5.04950 -0.04 0.01 0.06 0.000
H -0.02174 2.55803 0.97215 0.00 0.01 -0.06 0.001
H -0.27445 4.14465 0.25538 -0.01 -0.03 0.00 0.000
H -1.64946 3.07241 0.49070 0.05 0.01 -0.05 0.000
H -1.21140 4.00474 -2.58894 0.08 -0.16 0.03 0.000
H -0.93548 3.08305 -5.12028 0.02 -0.02 0.02 0.000
H 0.58099 2.19610 -5.29877 -0.03 0.00 0.05 0.000
H -0.94444 1.31859 -5.20913 0.02 0.04 0.05 0.000
C -3.47285 0.77779 1.94019 0.03 0.10 0.02 0.000
C -3.12902 -0.21093 3.04650 -0.02 0.02 0.18 0.000
N -2.62966 0.41574 4.27224 -0.03 0.07 -0.05 0.000
C -3.59415 1.16343 5.09930 0.08 -0.05 -0.16 0.000
C -3.42031 2.67269 5.01288 0.05 0.03 -0.04 0.000
C -1.37411 0.27735 4.75812 0.07 0.34 -0.05 0.000
O -1.00959 0.71110 5.83977 -0.17 -0.18 -0.09 0.000
C -0.32671 -0.38035 3.89131 -0.09 -0.14 0.22 0.001
C 0.50560 -1.33831 4.45214 0.08 -0.07 0.13 -0.001
C 1.53130 -1.87906 3.69242 0.01 -0.04 0.13 0.000
C 1.71096 -1.42826 2.40197 -0.08 0.22 -0.05 0.003
N 0.93049 -0.47808 1.85758 -0.07 -0.03 0.23 0.012
C -0.07058 0.02620 2.60176 0.19 0.10 -0.38 0.004
H -3.70652 0.24672 1.01472 0.00 0.02 0.06 0.000
H -2.63935 1.46041 1.74853 -0.11 -0.08 -0.01 0.000
H -4.34092 1.38352 2.20476 0.04 0.00 0.00 0.000
H -2.39811 -0.93422 2.69667 0.05 -0.04 0.01 0.000
H -4.01764 -0.78443 3.31282 -0.07 -0.05 -0.01 0.000
H -3.47858 0.83814 6.12907 0.02 -0.06 0.10 0.000
H -4.58671 0.86650 4.76114 -0.03 0.00 0.01 0.000
H -2.43785 2.96260 5.38879 -0.06 -0.02 -0.04 0.000
H -4.17717 3.17168 5.62287 0.06 -0.06 -0.05 0.000
H -3.52612 3.02629 3.98405 0.01 -0.02 0.07 0.000
H 0.34877 -1.63637 5.48307 0.02 0.01 -0.08 0.000
H 2.19308 -2.63485 4.09468 -0.04 0.04 -0.01 0.000
H 2.49513 -1.82749 1.77380 0.01 0.00 -0.03 0.001
H -0.67914 0.79409 2.13542 0.08 -0.09 0.02 0.001
```
Forces are in eV/Å.

Values from the calculation:
gap between HOMO and LUMO (alpha / beta) = 7.7367 / 8.2864 eV
HOMO (alpha / beta) = -11.59 / -11.59 eV
total charge = +1
spin multiplicity = 2

=====

(2)
Formula: C25H36BF11N2O9S
Source: the Open Molecules 2025 dataset
Level of theory: ωB97M-V/def2-TZVPD

XYZ file:
```
85
Properties=species:S:1:pos:R:3:forces:R:3:mulliken_charge:R:1
C -0.70682 2.55766 1.37476 -0.06 0.44 -0.55 -0.113
C -0.02614 3.89811 1.04444 0.45 -0.52 0.55 -0.493
C 1.49807 3.75584 1.08355 -0.35 -0.36 -0.88 -1.403
C 2.01302 2.98652 -0.15226 0.49 -0.18 0.83 1.339
C 3.08502 1.92417 0.16890 -0.46 0.02 0.15 -1.728
C 2.50356 0.52913 0.01062 0.66 0.32 -0.36 1.547
C 3.52411 -0.60617 0.04700 -0.41 0.07 0.92 -1.172
C 3.70913 -1.23477 1.44293 0.32 0.31 -0.50 -0.262
C 4.04945 -2.71645 1.32498 -0.25 -0.06 -0.11 -1.413
C 2.78702 -3.56157 1.41794 0.10 0.35 0.34 0.043
C 1.97624 -3.31410 2.71145 -0.03 0.10 -0.96 -1.383
C 0.67459 -2.59408 2.38515 -0.08 -0.43 0.83 1.301
C -0.38195 -2.62373 3.50830 -0.05 0.26 -1.02 -0.972
C -1.68918 -3.24997 3.00342 0.25 0.00 1.03 -1.296
C -2.70657 -2.19817 2.63964 0.39 -0.92 -0.35 0.063
F -3.94255 -2.75224 2.77775 -0.78 -0.03 0.17 -0.399
O -2.59969 -1.75848 1.32296 0.67 0.55 -0.02 -0.295
C -2.75418 -0.38038 1.21154 -0.84 -0.17 -0.27 -0.283
C -2.68990 0.08258 -0.26271 -0.62 -0.29 0.55 0.850
O -2.65892 -1.01252 -1.15471 0.03 0.53 -0.52 -0.624
C -1.61012 -1.03842 -2.04431 0.73 -0.53 0.51 0.954
B -0.13298 -0.95771 -1.37253 0.59 0.72 -0.24 0.290
O 1.03012 -0.91161 -2.13003 -0.90 -0.94 -0.26 -1.103
O -0.02932 -0.95924 -0.03188 -1.03 -0.62 -0.25 0.342
C -1.67368 -2.48635 -2.66322 -2.02 -1.29 -0.27 -0.433
O -2.52288 -3.26888 -2.31502 1.70 1.24 -0.32 -0.467
N -0.68354 -2.79945 -3.64921 0.44 0.57 0.93 0.020
C 0.08834 -3.90454 -3.35081 -1.06 -3.30 0.17 0.519
O -0.26528 -5.03735 -3.12196 0.87 2.74 -0.37 -0.460
F 1.41070 -3.57734 -3.33089 -0.04 0.16 -0.16 -0.263
S -1.80477 0.02489 -3.54105 -0.18 -0.92 -2.08 2.058
O -2.69357 -0.67976 -4.41515 -1.03 0.01 0.52 -0.802
O -0.56155 0.34652 -4.17416 0.73 0.48 0.85 -0.680
C -2.65871 1.64331 -3.19835 0.22 0.60 0.28 0.248
F -3.83832 1.47113 -2.63786 -0.57 -0.49 0.69 -0.251
F -2.89719 2.11948 -4.40842 0.25 0.16 -0.99 -0.276
C -1.82117 2.69187 -2.37931 -0.53 -0.02 -1.06 0.918
F -0.66976 2.14015 -1.99681 0.57 -0.43 0.49 -0.410
F -2.53886 3.04177 -1.32258 -0.35 0.13 0.95 -0.351
C -1.49762 3.98927 -3.13402 0.71 0.37 0.68 0.735
F -0.80238 3.74094 -4.23004 0.47 -0.45 -0.75 -0.269
F -2.60976 4.63209 -3.45032 -0.97 0.20 -0.13 -0.305
C -0.63759 4.99275 -2.29949 -0.38 0.44 -1.28 0.578
F 0.56258 4.52419 -2.05143 0.43 -0.31 0.31 -0.233
F -1.24706 5.37957 -1.20103 -0.42 0.24 0.38 -0.268
F -0.49106 6.06682 -3.07267 0.05 0.41 -0.26 -0.304
N -4.12165 -0.03436 1.73315 0.59 1.68 0.57 -0.754
C -4.18825 0.99897 2.39737 -0.63 1.52 1.87 0.747
O -4.31067 1.95479 3.11541 0.30 -2.71 -2.29 -0.515
H -1.56771 2.41453 0.72553 -0.15 -0.01 0.17 0.055
H -1.05597 2.51499 2.39722 0.05 -0.07 0.33 0.615
H -0.01799 1.74379 1.17918 0.07 -0.37 0.06 -0.267
H -0.33724 4.23586 0.06519 0.12 -0.01 0.53 -0.361
H -0.30001 4.61761 1.80502 -0.36 0.42 -0.07 0.659
H 1.75624 3.19847 1.97660 0.22 0.08 0.37 0.413
H 1.97281 4.72758 1.08974 0.15 0.28 0.36 0.517
H 2.41124 3.69255 -0.86944 -0.05 0.08 -0.22 0.754
H 1.16535 2.47644 -0.59574 -0.03 -0.03 -0.30 -1.075
H 3.95335 2.03486 -0.46832 0.23 0.02 -0.23 0.453
H 3.42401 2.03455 1.19582 0.24 0.19 0.18 0.400
H 1.74471 0.38849 0.77638 -0.09 -0.03 0.17 -0.380
H 1.99589 0.48151 -0.94715 0.08 0.24 0.06 -0.164
H 3.17408 -1.38135 -0.62775 0.10 -0.26 -0.26 0.197
H 4.49739 -0.26237 -0.28282 0.14 0.03 -0.45 0.610
H 2.78761 -1.06951 1.98610 -0.07 -0.10 0.36 0.273
H 4.48703 -0.70356 1.98133 0.12 0.16 0.13 0.462
H 4.79327 -3.04467 2.03984 0.12 -0.02 0.32 0.328
H 4.47239 -2.85475 0.33453 0.36 -0.22 -0.13 0.456
H 2.99651 -4.61607 1.30528 0.20 -0.30 -0.06 0.529
H 2.18535 -3.29026 0.55054 -0.33 -0.04 -0.18 -0.328
H 2.56235 -2.71719 3.39899 0.17 -0.03 0.38 0.451
H 1.74700 -4.27087 3.15807 -0.07 -0.22 0.37 0.497
H 0.87259 -1.57017 2.09020 0.08 0.17 0.00 -0.984
H 0.24030 -3.11457 1.54110 -0.12 0.04 -0.39 0.207
H -0.61893 -1.60906 3.81122 0.13 0.28 0.24 0.415
H -0.01807 -3.11857 4.39751 0.17 -0.32 0.12 0.586
H -1.51702 -3.98429 2.22799 -0.10 0.00 -0.39 0.577
H -2.12807 -3.79073 3.83372 -0.29 -0.14 0.16 0.394
H -2.60293 -1.37856 3.33969 -0.28 0.40 0.20 0.453
H -2.03019 0.18071 1.80318 0.30 -0.21 0.05 0.636
H -3.62531 0.59924 -0.41719 -0.24 0.17 -0.24 0.784
H -1.90195 0.81247 -0.41446 0.40 -0.32 0.02 -1.141
H 1.37000 -1.79844 -2.30069 0.46 0.10 -0.25 0.296
H 0.78488 -1.41785 0.20317 0.32 0.40 0.38 -0.385
H -0.12124 -1.99572 -3.91863 0.01 0.02 -0.08 0.495
```
Forces are in eV/Å.

Values from the calculation:
gap between HOMO and LUMO = 10.1970 eV
HOMO = -10.71 eV
spin multiplicity = 1
structure (SMILES) = CCCCCCCCCCCCCC[C@H](F)O[C@@H](CO[C@@](B(O)O)(C(=O)NC(=O)F)S(=O)(=O)C(F)(F)C(F)(F)C(F)(F)C(F)(F)F)N=C=O

=====

no.,molar mass (g/mol)
1,534.36
2,760.43